Version a
A structure of composition C34H51CrN4OP2. Source: the OMol25 dataset; level of theory: wB97M-V/def2-TZVPD.

Element x y z (Å)
C1 2.00 -2.01 -0.73
C2 1.61 0.11 -1.63
C3 2.94 -2.30 -1.72
C4 2.47 -0.15 -2.69
C5 3.12 -1.38 -2.75
H1 3.49 -3.23 -1.63
H2 2.63 0.64 -3.43
H3 3.79 -1.61 -3.57
N1 1.43 -0.80 -0.65
P1 -0.08 -2.61 0.94
P2 0.81 2.19 0.13
C6 1.57 -3.05 0.28
H4 1.57 -4.06 -0.17
H5 2.29 -3.10 1.11
C7 0.69 1.31 -1.54
H6 0.91 2.05 -2.31
C8 -0.43 3.63 -0.16
C9 2.57 2.86 0.27
C10 -1.24 -3.34 -0.36
C11 -0.12 -3.51 2.60
C12 -1.80 3.20 0.41
H7 -1.74 3.04 1.49
H8 -2.53 4.00 0.21
H9 -2.17 2.29 -0.05
C13 0.03 4.87 0.61
H10 0.19 4.65 1.68
H11 0.95 5.30 0.19
H12 -0.75 5.63 0.54
C14 -0.66 4.00 -1.63
H13 -1.31 4.90 -1.64
H14 0.25 4.26 -2.18
H15 -1.20 3.21 -2.18
C15 2.72 3.47 1.70
H16 2.10 2.96 2.45
H17 3.77 3.36 2.02
H18 2.49 4.54 1.70
C16 3.60 1.73 0.13
H19 3.41 0.90 0.82
H20 3.65 1.35 -0.90
H21 4.59 2.15 0.38
C17 2.83 3.90 -0.84
H22 2.04 3.99 -1.60
H23 3.01 4.89 -0.41
H24 3.75 3.63 -1.39
C18 -1.52 -3.36 3.22
H25 -1.45 -3.62 4.29
H26 -1.90 -2.33 3.16
H27 -2.24 -4.05 2.77
C19 0.89 -2.86 3.56
H28 1.92 -2.92 3.19
H29 0.65 -1.81 3.78
H30 0.84 -3.42 4.50
C20 0.26 -5.01 2.44
H31 0.70 -5.35 3.38
H32 -0.63 -5.63 2.25
H33 1.00 -5.20 1.65
C21 -1.07 -2.71 -1.77
H34 -1.27 -3.48 -2.53
H35 -1.78 -1.90 -1.93
H36 -0.07 -2.31 -1.97
C22 -2.67 -3.06 0.13
H37 -2.83 -1.98 0.29
H38 -3.37 -3.40 -0.65
H39 -2.91 -3.59 1.05
C23 -0.98 -4.85 -0.48
H40 0.06 -5.07 -0.75
H41 -1.24 -5.39 0.44
H42 -1.63 -5.23 -1.28
Cr1 -0.02 -0.20 0.85
C24 1.47 -0.12 2.01
O1 2.37 -0.07 2.77
N2 -1.27 0.19 -0.60
C25 -0.78 0.75 -1.63
C26 -1.46 0.84 -2.97
C27 -2.85 0.73 -2.99
C28 -0.75 1.00 -4.17
C29 -3.54 0.90 -4.19
H43 -3.37 0.52 -2.05
C30 -1.44 1.12 -5.38
H44 0.35 1.00 -4.16
C31 -2.84 1.09 -5.39
H45 -4.63 0.87 -4.20
H46 -0.88 1.23 -6.31
H47 -3.38 1.20 -6.33
N3 -1.47 1.73 4.28
C32 -2.55 0.88 4.06
C33 -2.26 0.21 2.91
N4 -1.01 0.61 2.46
C34 -0.57 1.54 3.30
H48 -1.33 2.34 5.08
H49 -3.38 0.80 4.74
H50 -2.82 -0.54 2.38
H51 0.38 2.06 3.30

Calculated values
Net charge: +1
Spin multiplicity: 5
Orbital gap (spin up / spin down): 6.4 / 7.5 eV
LUMO energy (spin up / spin down): -2.11 / -3.02 eV
HOMO energy (spin up / spin down): -8.4660 / -10.4915 eV
Expectation value of S²: 6.031

***

Version b
A structure of composition C34H51CrN4OP2. Source: the OMol25 dataset; level of theory: wB97M-V/def2-TZVPD.

Element x y z (Å)
C1 -1.83 -1.74 -0.69
C2 0.32 -1.97 -1.62
C3 -2.33 -2.75 -1.51
C4 -0.23 -2.78 -2.65
C5 -1.53 -3.24 -2.54
H1 -3.36 -3.10 -1.35
H2 0.40 -3.06 -3.47
H3 -1.95 -3.96 -3.24
N1 -0.54 -1.37 -0.70
P1 -2.46 0.58 0.85
P2 2.31 -0.95 -0.01
C6 -2.81 -1.11 0.29
H4 -3.81 -1.08 -0.16
H5 -2.90 -1.75 1.17
C7 0.24 1.51 2.03
O1 0.34 2.36 2.83
C8 1.73 -1.90 -1.44
H6 2.36 -2.04 -2.33
C9 3.64 0.56 -0.14
C10 3.16 -2.61 0.56
C11 -3.33 1.64 -0.49
C12 -3.44 0.75 2.52
C13 3.13 1.89 0.43
H7 2.87 1.83 1.49
H8 3.95 2.63 0.34
H9 2.26 2.30 -0.12
C14 4.89 0.21 0.66
H10 4.64 0.10 1.73
H11 5.39 -0.69 0.31
H12 5.61 1.04 0.59
C15 3.93 0.75 -1.63
H13 4.67 1.56 -1.75
H14 4.35 -0.14 -2.11
H15 3.02 1.06 -2.18
C16 3.77 -2.50 1.96
H16 3.15 -1.89 2.63
H17 3.86 -3.50 2.42
H18 4.78 -2.06 1.95
C17 2.11 -3.74 0.62
H19 1.26 -3.46 1.24
H20 1.73 -4.00 -0.37
H21 2.56 -4.65 1.05
C18 4.22 -2.89 -0.54
H22 4.14 -2.21 -1.41
H23 5.24 -2.80 -0.17
H24 4.08 -3.90 -0.95
C19 -3.29 2.20 3.01
H25 -3.65 2.25 4.06
H26 -2.24 2.54 3.01
H27 -3.90 2.91 2.43
C20 -2.82 -0.18 3.56
H28 -2.89 -1.24 3.27
H29 -1.77 0.06 3.77
H30 -3.38 -0.07 4.50
C21 -4.92 0.37 2.41
H31 -5.31 0.21 3.43
H32 -5.54 1.16 1.97
H33 -5.08 -0.56 1.85
C22 -3.01 1.12 -1.90
H34 -3.61 1.70 -2.62
H35 -1.96 1.24 -2.18
H36 -3.30 0.07 -2.03
C23 -2.83 3.08 -0.28
H37 -1.74 3.14 -0.28
H38 -3.19 3.71 -1.11
H39 -3.19 3.51 0.66
C24 -4.87 1.63 -0.41
H40 -5.28 0.61 -0.39
H41 -5.27 2.22 0.42
H42 -5.25 2.11 -1.34
Cr1 0.06 0.15 0.67
N2 -0.01 1.78 -0.83
C25 0.07 2.62 -1.70
C26 0.53 2.80 -3.07
C27 0.71 4.06 -3.66
C28 0.85 1.65 -3.81
C29 0.94 4.16 -5.04
H43 0.71 4.94 -3.01
C30 1.16 1.73 -5.16
H44 0.90 0.69 -3.29
C31 1.14 2.98 -5.79
H45 1.00 5.14 -5.53
H46 1.39 0.83 -5.73
H47 1.28 3.05 -6.88
N3 0.93 -1.83 4.48
C32 0.11 -2.83 3.97
C33 -0.29 -2.38 2.75
N4 0.25 -1.11 2.50
C34 1.00 -0.82 3.57
H48 1.41 -1.83 5.38
H49 -0.09 -3.74 4.49
H50 -0.94 -2.89 2.04
H51 1.58 0.07 3.76

Calculated values
Net charge: +1
Spin multiplicity: 5
Orbital gap (spin up / spin down): 5.9 / 5.4 eV
LUMO energy (spin up / spin down): -2.70 / -3.15 eV
HOMO energy (spin up / spin down): -8.5614 / -8.5611 eV
Expectation value of S²: 6.026

***

Verdict on stability: version a comes out on top.

***

Version a
The molecule C4H5FO2S. Source: the OMol25 dataset; level of theory: wB97M-V/def2-TZVPD.

Element x y z (Å)
C1 -1.46 -0.26 -0.35
C2 -0.02 0.16 0.01
C3 0.71 -0.52 1.15
C4 1.04 -0.90 -0.28
H1 -1.79 1.66 0.05
H2 1.03 1.94 -1.34
H3 1.45 0.07 1.79
H4 0.13 -1.23 1.75
H5 0.64 -1.75 -0.84
O1 -2.33 0.79 -0.37
O2 -1.87 -1.42 -0.46
F1 2.16 -0.48 -0.97
S1 0.30 1.94 -0.16

Calculated values
Spin multiplicity: 1
Orbital gap: 10.4 eV
Structure (SMILES): O=C(O)[C@@]1(S)C[C@@H]1F
LUMO energy: 0.36 eV
HOMO energy: -10.0269 eV

***

Version b
The molecule C4H5FO2S. Source: the OMol25 dataset; level of theory: wB97M-V/def2-TZVPD.

Element x y z (Å)
C1 -1.39 0.54 -0.10
C2 -0.38 -0.61 -0.16
C3 0.75 0.04 -0.99
C4 0.73 -0.60 1.00
H1 0.11 1.74 0.06
H2 1.36 -0.68 -1.73
H3 0.47 1.14 -1.47
H4 1.21 -1.48 1.31
H5 0.40 -0.27 2.04
O1 -0.91 1.76 0.02
O2 1.57 0.30 0.26
F1 -0.92 -1.74 -0.37
S1 -3.00 -0.11 0.13

Calculated values
Spin multiplicity: 1
Orbital gap: 8.6 eV
Structure (SMILES): OC(=S)C1(F)COC1
LUMO energy: -0.20 eV
HOMO energy: -8.7534 eV

***

Verdict on stability: version a comes out on top.

***

Version a
A structure of composition C7H11IN2. Source: the OMol25 dataset; level of theory: wB97M-V/def2-TZVPD.

Element x y z (Å)
C1 0.11 -1.94 0.68
C2 -0.02 -0.73 -0.02
C3 -1.20 -0.94 -0.79
C4 -1.80 -0.03 -1.84
C5 0.51 1.99 -0.19
C6 1.40 0.93 1.82
C7 1.26 0.70 0.31
N1 -1.69 -2.16 -0.66
N2 -0.92 -2.71 0.27
I1 3.05 0.07 -0.79
H1 0.71 -2.03 1.56
H2 -1.76 0.98 -1.37
H3 -1.04 0.14 -2.71
H4 -2.67 -0.31 -2.26
H5 0.41 1.76 -1.25
H6 -0.50 2.08 0.11
H7 1.10 2.94 -0.12
H8 2.26 0.43 2.26
H9 0.54 0.56 2.32
H10 1.42 1.98 2.14
H11 -1.16 -3.71 0.53

Calculated values
Spin multiplicity: 1
Orbital gap: 9.3 eV
LUMO energy: 0.39 eV
HOMO energy: -8.9332 eV

***

Version b
The molecule C7H11IN2. Source: the OMol25 dataset; level of theory: wB97M-V/def2-TZVPD.

Element x y z (Å)
C1 1.37 2.50 -1.30
C2 0.60 1.87 -0.38
C3 1.06 0.55 -2.00
C4 -1.81 0.03 -0.01
C5 -0.47 -2.00 1.82
C6 -0.50 -0.38 -0.37
C7 0.40 -0.97 1.08
N1 1.67 1.64 -2.32
N2 0.36 0.66 -0.89
I1 2.47 -1.53 0.43
H1 1.73 3.48 -1.23
H2 0.50 1.93 0.70
H3 1.12 -0.46 -2.50
H4 -1.76 0.38 1.03
H5 -2.19 0.89 -0.71
H6 -2.51 -0.71 0.06
H7 0.02 -2.23 2.79
H8 -0.56 -2.81 1.21
H9 -1.38 -1.62 2.08
H10 -0.42 -1.24 -1.20
H11 0.32 0.00 1.69

Calculated values
Spin multiplicity: 1
Orbital gap: 8.9 eV
Structure (SMILES): C[C@H]([C@@H](C)I)n1ccnc1
LUMO energy: 0.19 eV
HOMO energy: -8.6762 eV

***

Verdict on stability: version b comes out on top.

***

Version a
The molecule C5H3NS2. Source: the OMol25 dataset; level of theory: wB97M-V/def2-TZVPD.

Element x y z (Å)
C1 1.50 1.29 0.60
C2 1.58 0.00 0.70
C3 0.42 1.98 0.25
C4 -0.67 1.16 -0.16
C5 0.75 -0.88 0.33
N1 -0.75 -0.05 -0.13
S1 -1.26 -3.25 -0.31
S2 0.72 -2.53 0.06
H1 0.32 3.04 0.40
H2 -1.51 1.72 -0.33
H3 -1.08 -2.49 -1.40

Calculated values
Spin multiplicity: 1
Orbital gap (spin up / spin down): 8.0 / 8.0 eV
Structure (SMILES): SSC1=C=C=CC=N1
LUMO energy (spin up / spin down): -0.64 / -0.64 eV
HOMO energy (spin up / spin down): -8.6235 / -8.6233 eV

***

Version b
A cluster of 2 separate species, C5H3NS2 in total. Source: the OMol25 dataset; level of theory: wB97M-V/def2-TZVPD.

Element x y z (Å)
C1 -1.99 -1.45 -0.06
C2 -0.87 -0.87 -0.53
C3 -2.84 -1.95 0.65
C4 0.47 2.70 0.23
C5 0.14 -0.20 -0.77
N1 0.44 2.48 -0.88
S1 2.83 -1.36 -0.30
S2 1.68 0.19 -1.35
H1 -3.49 -2.21 1.39
H2 0.38 3.00 1.25
H3 3.25 -0.32 0.36

Calculated values
Spin multiplicity: 1
Orbital gap: 8.0 eV
Structure (SMILES): C#CC#CSS.C#N
LUMO energy: -0.45 eV
HOMO energy: -8.4375 eV

***

Verdict on stability: version b comes out on top.